Entry 1:
Formula: C5H8N2
Source: the OMol25 dataset
Level of theory: wB97M-V/def2-TZVPD

Geometry as ORCA input:
```
! RIJCOSX wB97M-V def2-TZVPD def2/J DEFGRID3
* xyz 0 1
H -1.53 1.82 -0.63
N 2.06 -0.61 -0.15
C -1.33 -1.46 -0.30
N 0.71 2.49 0.68
C 0.40 1.33 0.47
H -0.26 -0.18 -1.59
C -0.43 -0.45 -0.54
H 2.38 -0.05 -0.93
C 0.80 -0.16 0.35
H 2.78 -0.58 0.57
H -1.73 1.03 1.00
H -1.45 -1.88 0.69
C -1.08 1.18 0.13
H 0.63 -0.61 1.34
H -1.96 -1.86 -1.09
*
```

Results
ΔE to the lowest compared entry with this formula, charge and spin = 4.990 eV

natural (NBO) population analysis, charges in e, atoms 1 to 5:
1. H 0.224
2. N -0.808
3. C -0.332
4. N -0.231
5. C 0.094

Entry 2:
Formula: C18H20Cl2O4
Source: the OMol25 dataset
Level of theory: wB97M-V/def2-TZVPD

Geometry as ORCA input:
```
! RIJCOSX wB97M-V def2-TZVPD def2/J DEFGRID3
* xyz 0 1
C 2.01 -3.78 -1.72
Cl -0.61 -4.25 -1.02
H -2.00 -0.78 -1.56
H -2.21 3.15 -1.73
H 0.95 1.72 3.33
C 0.85 -1.74 -0.83
H 1.15 -0.48 4.08
H -1.72 0.95 -2.61
H 3.88 -1.03 -2.12
H -3.68 1.97 -1.09
C -3.31 1.10 -0.89
O 0.12 -1.10 -0.19
C 3.18 -1.67 -1.98
H -0.28 4.81 -1.64
C -1.41 2.25 -0.06
C -0.41 2.12 0.84
C -1.33 3.24 -1.23
H -4.03 0.12 -0.34
H -3.27 -0.05 -2.85
H 1.99 -4.72 -2.04
H -1.24 -0.78 1.22
O 1.03 -1.44 2.35
H 0.51 -3.14 1.60
Cl 2.23 0.57 -0.81
H -0.55 -0.54 3.68
C 0.57 3.10 0.74
C 0.56 0.79 2.73
H -1.40 -2.22 0.34
H 1.66 0.86 1.97
H -0.94 -2.64 2.66
C -0.14 -2.31 1.99
C 0.85 4.03 -0.08
C 3.21 -3.13 -2.01
O -0.43 1.26 1.86
H 1.34 4.82 -0.36
C -2.58 0.33 -2.02
C -0.87 -1.61 0.65
H 4.17 -3.37 -2.75
O -2.50 1.35 0.18
C 2.15 -1.10 -1.11
C 0.43 -0.57 3.26
C 1.05 -3.24 -1.01
C -0.26 4.07 -1.09
H 1.27 3.09 1.70
*
```

Results
Structure (SMILES) = CCOc1ccccc1OCCOCCOc1c(Cl)cccc1Cl
ΔE to the lowest compared entry with this formula, charge and spin = 13.961 eV

natural (NBO) population analysis, charges in e, atoms 1 to 5:
1. C -0.292
2. Cl -0.159
3. H 0.207
4. H 0.213
5. H 0.201

Entry 3:
Formula: C47H42N3O3P2RuS2
Source: the OMol25 dataset
Level of theory: wB97M-V/def2-TZVPD

Geometry as ORCA input:
```
! RIJCOSX wB97M-V def2-TZVPD def2/J DEFGRID3
* xyz 1 5
H -8.10 -14.15 10.51
C -10.31 -19.58 13.64
C -5.47 -16.31 17.75
C -13.34 -16.95 15.88
H -12.79 -16.69 17.96
N -12.09 -14.91 13.01
S -8.97 -12.36 12.97
H -6.55 -12.14 14.44
C -10.58 -11.48 15.47
H -12.22 -12.15 14.23
N -12.70 -14.25 10.82
H -11.15 -14.89 17.58
H -17.60 -15.42 9.32
H -14.49 -14.94 13.35
C -10.10 -14.49 14.89
H -14.04 -17.77 16.12
O -15.80 -16.44 10.81
H -4.32 -16.71 15.95
C -7.22 -12.74 18.23
C -15.82 -12.82 11.58
C -10.51 -20.24 14.82
C -17.07 -14.65 9.89
C -13.21 -16.43 14.59
P -8.95 -15.87 14.77
H -12.51 -13.98 6.34
C -11.71 -15.28 16.71
H -9.98 -17.66 16.96
C -10.04 -18.25 13.66
C -7.84 -15.94 17.33
C -16.12 -15.11 10.84
C -11.54 -14.71 15.40
H -12.03 -13.75 15.60
H -9.26 -12.96 17.75
N -14.31 -14.46 12.48
C -10.35 -14.02 7.98
C -5.28 -16.50 16.39
C -10.35 -19.53 16.02
H -7.01 -16.07 19.25
H -8.79 -15.56 17.72
C -5.65 -12.18 16.44
H -10.61 -8.61 17.24
H -7.40 -12.95 19.29
C -11.46 -13.84 8.82
H -15.08 -16.32 8.83
H -15.29 -12.07 12.21
H -10.35 -20.03 12.70
C -9.12 -14.13 8.64
H -13.89 -12.95 6.74
C -16.74 -12.35 10.62
C -12.42 -15.32 14.34
C -15.43 -14.17 11.66
H -4.66 -16.43 18.48
C -9.71 -17.55 14.79
Ru -10.16 -14.42 12.77
C -9.06 -14.15 10.03
S -8.16 -15.73 12.85
H -13.46 -13.86 10.31
C -10.20 -14.20 10.83
C -15.64 -16.98 9.48
C -6.76 -16.10 18.19
H -10.45 -13.90 6.93
C -7.62 -15.99 15.95
O -12.67 -13.40 8.35
H -15.33 -17.92 14.43
H -13.00 -8.70 16.63
C -14.58 -18.13 13.67
C -6.70 -12.26 15.51
H -10.34 -20.05 16.95
C -11.42 -14.10 10.21
C -11.88 -11.47 15.00
C -12.61 -16.34 16.93
C -7.97 -12.65 15.98
H -8.22 -14.28 8.04
H -9.91 -17.70 12.74
H -13.93 -18.97 13.99
O -13.80 -16.96 13.48
H -5.03 -12.58 18.41
C -6.37 -16.36 15.54
P -9.45 -12.78 14.95
H -10.61 -21.30 14.81
C -12.85 -13.13 6.94
H -9.01 -10.32 16.44
H -13.78 -10.51 15.11
C -13.01 -14.50 12.14
C -10.98 -9.41 16.61
C -17.40 -13.33 9.81
H -12.25 -12.23 6.67
H -16.97 -11.29 10.44
H -6.15 -16.45 14.48
C -10.08 -10.43 16.22
H -15.06 -17.95 9.54
C -5.87 -12.50 17.79
H -4.65 -11.97 16.07
H -15.05 -18.36 12.70
H -16.58 -17.26 8.97
H -18.13 -13.00 9.06
C -12.78 -10.49 15.48
C -8.28 -12.77 17.34
C -10.00 -18.18 16.00
C -12.31 -9.47 16.33
*
```

Results
ΔE to the lowest compared entry with this formula, charge and spin = 0.000 eV

Löwdin population analysis, charges in e, atoms 1 to 5:
1. H 0.057
2. C -0.071
3. C -0.062
4. C -0.008
5. H 0.113

Entry 4:
Formula: C54H114N6O6
Source: the OMol25 dataset
Level of theory: wB97M-V/def2-TZVPD

Geometry as ORCA input:
```
! RIJCOSX wB97M-V def2-TZVPD def2/J DEFGRID3
* xyz 0 1
H -1.50 3.41 -3.33
C -3.56 5.47 2.99
H -0.40 -4.28 4.37
H 0.11 3.65 -3.90
C -2.41 6.53 0.98
H 0.64 -7.73 5.38
H -1.56 -0.14 0.65
H -3.44 -5.49 3.56
H -1.23 -1.89 0.70
H -0.65 -10.81 4.11
C -1.98 -2.44 -5.36
H -0.69 0.64 -4.82
H 1.68 3.12 -0.02
C 6.38 -4.47 4.31
C -0.79 4.19 -3.60
H 6.48 -1.83 4.14
H -5.52 4.44 3.29
H 1.08 -2.63 -5.35
H -4.97 4.42 1.74
H -1.29 5.13 -0.29
H -2.65 -3.27 -5.10
H 1.66 -7.14 1.59
C 1.34 -1.35 -6.91
H -0.40 -8.76 1.75
C -0.56 -5.34 4.59
C 1.22 1.06 -0.36
N -2.34 6.16 -4.12
O -2.56 -7.55 4.93
H -1.62 5.11 -6.90
C -3.41 7.32 -6.14
H -2.70 6.87 -6.84
C 1.25 -1.43 1.92
H -0.17 1.66 -7.73
C 3.45 -2.24 5.43
H -2.98 8.24 3.28
H 3.48 -1.41 6.14
O 1.57 1.60 1.98
H 2.98 -4.52 4.28
C -1.50 7.68 0.70
C -0.12 7.35 -5.68
H 1.11 0.83 -5.00
H -4.51 6.01 4.86
H 1.49 -7.21 3.33
C -3.54 8.41 -3.79
H 1.01 -9.35 2.72
C -2.67 7.49 -4.77
C 0.22 -0.38 1.62
O -2.06 -0.04 -7.15
C 0.30 0.33 -1.40
H 2.92 -3.19 7.80
C 0.58 0.89 -7.59
C -2.23 3.94 1.18
C -0.78 -0.90 0.59
H 0.84 5.40 -5.40
C -3.55 6.50 -0.02
H 7.19 -1.33 5.60
H 1.45 2.92 -1.69
H -3.49 4.65 5.21
H 2.26 -0.99 -6.46
H 2.87 -0.31 -0.02
H -1.22 -5.41 5.46
C -1.39 -10.06 3.83
H 2.24 -4.54 6.90
H 4.19 -2.08 4.65
H 5.05 -5.35 3.16
C 0.20 -8.70 5.15
H -4.16 5.61 -0.19
H 8.52 -4.52 5.90
H -0.67 4.56 -2.58
H -1.78 4.07 3.14
H -0.67 0.83 -1.51
C 7.14 -2.19 4.93
H -3.27 3.30 2.88
H -1.93 -10.20 2.90
H -3.64 9.44 -4.13
H 7.34 -5.10 6.95
H -3.23 -3.59 -7.48
H 0.69 -1.71 -0.82
H -0.99 3.56 -6.21
C -0.28 -3.32 -6.96
H 3.33 1.38 0.00
H 1.75 -1.70 0.99
H -1.06 -0.96 3.22
O -3.53 5.46 -3.82
H -1.58 3.06 1.18
C 0.13 6.06 -4.89
H 1.58 1.30 -7.46
N 0.85 0.89 1.09
H 1.00 2.30 2.31
C -1.24 -6.14 3.46
C -2.52 -5.43 2.98
C -0.66 -8.72 3.85
H 6.76 -5.46 4.55
H -3.43 -2.04 -8.04
H -1.21 7.62 -0.35
C -2.63 -2.73 -7.79
C 3.17 -4.05 7.18
H 3.94 -5.71 5.08
C 4.00 -3.57 5.95
H -2.87 -5.99 2.10
C 7.63 -4.19 6.44
H 0.80 7.92 -5.53
C -1.49 4.50 -6.00
H 1.94 -3.19 -6.88
H -3.13 6.62 -1.02
H -3.35 -8.01 4.65
C 1.04 -2.77 -6.43
N -2.99 6.61 2.37
H -2.44 3.97 -5.86
H -4.37 7.20 0.14
H -0.23 7.15 -6.74
H 0.50 6.28 -3.89
C -2.73 4.22 2.64
H -4.31 6.71 -6.20
N 5.39 -3.34 6.32
H 1.21 -9.09 4.98
H 2.90 0.49 -1.52
H -0.44 5.34 1.10
H -4.57 8.08 -3.72
H 4.80 -3.63 3.00
C 0.25 0.17 -5.10
H -0.93 -1.47 -1.44
C 0.19 -8.64 2.66
C 6.61 -3.58 5.50
H -2.04 8.61 0.88
H -2.10 0.11 -8.10
C 4.97 -4.43 3.72
H -2.50 -1.49 -5.20
H -0.06 -3.64 -7.98
O 5.52 -2.52 7.44
H -1.30 0.78 2.63
H -3.07 3.66 0.53
H -0.99 8.72 -4.15
C 1.05 2.59 -0.73
C 2.66 0.66 -0.47
H -0.04 0.31 3.74
C -0.18 -6.22 2.32
C -5.00 5.10 2.59
O -3.60 7.71 2.78
H -1.25 -2.26 -4.57
H 8.06 -2.36 4.37
C -1.21 5.23 -4.66
H -2.25 -4.43 2.66
C 3.92 -4.65 4.81
H -0.66 7.56 1.39
N -1.02 -0.94 -7.09
C -3.58 5.53 4.56
H 5.51 -1.70 6.94
H 2.02 -1.18 2.64
H 1.78 -1.32 -7.91
H 3.73 -4.70 7.86
H -2.21 -3.24 -8.65
H 7.94 -3.50 7.22
C -1.29 8.18 -5.06
C -0.62 -0.03 2.88
H 0.37 -5.28 2.27
H 0.85 -2.41 2.19
H -2.14 -10.05 4.63
H 2.54 -2.52 4.91
H 0.45 -5.61 4.88
H -2.78 6.14 4.96
H -5.65 5.95 2.41
H -3.75 8.29 -6.51
C -1.48 5.25 0.78
H 6.97 -4.15 3.46
H -3.58 5.41 -2.87
H 0.08 3.00 -0.44
H 0.73 0.37 -8.53
C -0.15 -1.02 -0.83
H -0.30 -8.91 6.10
H 0.42 -0.71 -4.48
C 0.93 -7.26 2.39
H 0.92 0.07 -2.25
N -1.64 -7.56 3.83
H -1.41 8.82 -5.93
H -0.62 -5.98 1.35
H -0.41 -4.29 -6.47
C -1.51 -2.31 -6.83
H -3.15 8.49 -2.77
C 0.25 -0.33 -6.61
*
```

Results
Structure (SMILES) = CC1(C)CCCC(C)(C)N1O.CC1(C)CCCC(C)(C)N1O.CC1(C)CCCC(C)(C)N1O.CC1(C)CCCC(C)(C)N1O.CC1(C)CCCC(C)(C)N1O.CC1(C)CCCC(C)(C)N1O
ΔE to the lowest compared entry with this formula, charge and spin = 9.344 eV

Löwdin population analysis, charges in e, atoms 1 to 5:
1. H 0.075
2. C -0.498
3. H 0.073
4. H 0.076
5. C -0.458

Entry 5:
Formula: C9H13N3OS
Source: the OMol25 dataset
Level of theory: wB97M-V/def2-TZVPD

Geometry as ORCA input:
```
! RIJCOSX wB97M-V def2-TZVPD def2/J DEFGRID3
* xyz 0 1
H 0.67 -1.29 -2.21
H -1.66 -0.30 3.08
C -0.02 -0.49 -2.30
H -2.22 -1.38 0.89
H 1.25 -2.25 0.69
C -0.97 -0.61 2.29
S 0.23 0.82 2.42
H -0.28 -1.49 2.33
C -1.65 -0.43 0.93
H -0.02 2.51 -0.09
C 0.83 0.62 0.77
H 1.64 -1.58 2.31
H 1.39 1.71 -0.96
C 2.11 -0.28 0.73
O 3.20 0.17 0.31
H -2.51 1.29 -1.34
H 2.93 -2.17 1.25
C 0.99 1.97 0.08
H -2.17 0.89 -4.19
H 1.66 2.65 0.64
N -0.41 -0.07 -3.46
C 2.00 -1.69 1.28
H -2.24 0.47 0.94
C -1.57 0.70 -3.23
N -0.56 -0.46 0.02
N -0.80 -0.04 -1.29
C -1.81 0.74 -1.89
*
```

Results
ΔE to the lowest compared entry with this formula, charge and spin = 2.608 eV

natural (NBO) population analysis, charges in e, atoms 1 to 5:
1. H 0.205
2. H 0.245
3. C 0.168
4. H 0.232
5. H 0.248